{
  "formula": "CH3O4S",
  "method": "wB97M-V/def2-TZVPD",
  "species": ["C", "O", "S", "O", "O", "O", "H", "H", "H"],
  "coordinates": [[-0.441789, -0.951538, -0.712425], [-0.566770, 0.451150, -0.509033], [0.402942, 1.015053, 0.686494], [0.186790, 0.123256, 1.816266], [1.776489, 0.997288, 0.221966], [-0.101643, 2.337172, 0.917538], [-0.138214, -1.110798, -1.760700], [0.303486, -1.427417, -0.070189], [-1.421291, -1.434167, -0.589918]],
  "forces_ev_per_angstrom": [[-0.0566, -0.1685, -0.9461], [0.3431, -0.3811, 0.2216], [0.6086, 0.3157, 1.5884], [-0.1954, -0.4872, -0.2432], [-0.0474, -0.4404, -0.7490], [-0.6243, 0.7890, -0.4198], [-0.0128, 0.0162, 0.2399], [-0.2114, 0.2176, 0.0813], [0.1962, 0.1386, 0.2269]],
  "total_charge": -1,
  "orbital_gap_ev": 8.9,
  "smiles": "COS(=O)(=O)[O-]",
  "molar_mass_g_mol": 111.10,
  "e_above_lowest_kj_mol": 5.14,
  "spin_multiplicity": 1,
  "largest_force_ha_per_bohr": 0.0336
}

---

{
  "formula": "CH3O4S2",
  "method": "wB97M-V/def2-TZVPD",
  "species": ["C", "O", "O", "O", "O", "S", "S", "H", "H", "H"],
  "coordinates": [[-0.234287, 1.069500, 1.845233], [1.198309, 0.501631, -0.174377], [-1.286345, -0.110026, -0.946808], [0.788827, -0.738611, -2.296978], [-0.118787, -2.197625, -0.442871], [-0.161402, 1.080116, 0.204820], [-0.586982, -1.380676, -1.495820], [1.096610, -0.272330, -1.550844], [-1.174902, 1.561513, 2.337068], [0.478960, 0.486508, 2.520577]],
  "forces_ev_per_angstrom": [[-0.8320, 0.1171, 0.9835], [-1.1583, 0.8307, 0.7049], [0.4744, -0.6860, -0.0657], [-2.4306, -2.1233, -1.3287], [1.3012, -1.6321, 2.6771], [1.6048, 1.0170, 1.9022], [-1.5092, 0.9311, -4.3418], [1.8537, 1.8492, 1.8498], [1.8903, -0.9399, -1.1378], [-1.1943, 0.6363, -1.2436]],
  "total_charge": -1,
  "orbital_gap_ev": 7.9,
  "molar_mass_g_mol": 143.17,
  "e_above_lowest_kj_mol": 249.77,
  "spin_multiplicity": 1,
  "largest_force_ha_per_bohr": 0.0912
}

---

{
  "formula": "CH3O4S2",
  "method": "wB97M-V/def2-TZVPD",
  "species": ["O", "S", "O", "O", "C", "O", "S", "H", "H", "H"],
  "coordinates": [[-1.563338, 0.719999, -0.993121], [-1.181057, -0.284877, -0.049363], [-1.831687, -0.124598, 1.248999], [-1.089024, -1.708939, -0.498903], [0.671481, 0.436552, 0.418148], [0.889104, 1.577752, -0.271278], [1.889235, -0.859662, -0.020734], [0.882478, 0.432269, 1.503132], [0.288107, 1.665504, -1.061732], [1.044703, -1.853999, -0.275146]],
  "forces_ev_per_angstrom": [[-0.4408, 0.6634, -1.9296], [2.0308, -1.3877, 3.0796], [-0.2084, -0.3875, -0.3302], [-0.0210, 2.3472, 0.1843], [-1.1970, -2.8729, -0.5295], [-0.1387, 1.5772, -0.6943], [0.9853, -0.2866, -0.4157], [-1.0054, 1.1480, -0.4869], [0.3446, -0.6612, 1.2496], [-0.3494, -0.1398, -0.1272]],
  "total_charge": -1,
  "orbital_gap_ev": 8.6,
  "smiles": "O=S(=O)([O-])[C@H](O)S",
  "molar_mass_g_mol": 143.17,
  "e_above_lowest_kj_mol": 54.79,
  "spin_multiplicity": 1,
  "largest_force_ha_per_bohr": 0.0766
}

---

{
  "formula": "CH3OPS",
  "method": "wB97M-V/def2-TZVPD",
  "species": ["C", "O", "P", "S", "H", "H", "H"],
  "coordinates": [[-0.570068, 0.534587, -0.345178], [1.450045, -0.934915, -0.004489], [-0.104210, -1.317546, 0.009816], [1.171876, 1.148777, 0.192527], [-0.391070, 0.599644, -1.469776], [-1.327237, 1.002092, 0.300847], [-0.229336, -1.032638, 1.316252]],
  "forces_ev_per_angstrom": [[2.4964, -1.1048, -0.9524], [1.7944, 3.5813, -0.5136], [-1.1819, 1.2811, -0.8046], [-0.4972, -4.2068, -0.1216], [-1.6422, 0.6193, 1.4308], [-0.0324, -0.0355, -1.1235], [-0.9371, -0.1346, 2.0849]],
  "orbital_gap_ev": 7.5,
  "molar_mass_g_mol": 94.07,
  "e_above_lowest_kj_mol": 280.45,
  "spin_multiplicity": 1,
  "largest_force_ha_per_bohr": 0.0824
}

---

{
  "formula": "CH3OS",
  "method": "wB97M-V/def2-TZVPD",
  "species": ["S", "H", "O", "C", "H", "H"],
  "coordinates": [[1.517212, -0.777516, -1.270549], [1.249499, -0.887761, -2.590690], [-0.794885, 1.046760, 1.984323], [-0.723122, 0.385664, 0.981898], [-0.320547, -0.637304, 0.891037], [-0.928156, 0.870156, 0.003981]],
  "forces_ev_per_angstrom": [[-0.0461, -0.0375, -0.1772], [0.0156, 0.0393, 0.2198], [-0.1367, -0.2498, 0.6556], [0.5589, 0.6586, -1.0438], [-0.2111, -0.0393, 0.3094], [-0.1807, -0.3712, 0.0362]],
  "total_charge": -1,
  "orbital_gap_ev": 6.9,
  "molar_mass_g_mol": 63.10,
  "e_above_lowest_kj_mol": 3.94,
  "spin_multiplicity": 1,
  "largest_force_ha_per_bohr": 0.0263
}

---

{
  "formula": "CH3OS",
  "method": "wB97M-V/def2-TZVPD",
  "species": ["S", "H", "O", "C", "H", "H"],
  "coordinates": [[0.475874, -0.820139, -1.677868], [0.103009, -1.543836, -2.734114], [-1.195960, 0.740464, 1.634586], [-0.138767, 0.594168, 1.092046], [0.446436, -0.333666, 1.245350], [0.309406, 1.363008, 0.440000]],
  "forces_ev_per_angstrom": [[0.1010, 0.0767, 0.0758], [-0.0736, -0.1189, -0.1711], [-0.0576, 0.1554, -0.0595], [-0.0182, -0.2458, 0.2891], [0.0699, 0.0891, -0.0977], [-0.0215, 0.0435, -0.0365]],
  "orbital_gap_ev": [10.9, 7.2],
  "molar_mass_g_mol": 63.10,
  "e_above_lowest_kj_mol": 0.00,
  "spin_multiplicity": 2,
  "largest_force_ha_per_bohr": 0.0074
}

---

{
  "formula": "CH3P3",
  "method": "wB97M-V/def2-TZVPD",
  "species": ["C", "P", "P", "P", "H", "H", "H"],
  "coordinates": [[1.265865, 0.456369, 0.143597], [0.903176, -1.266205, 0.789529], [-1.494244, -1.633680, 0.853670], [-0.555673, 0.204154, -0.073056], [1.942566, 0.497963, -0.693651], [-0.895793, 0.353500, -1.421087], [-1.165897, 1.387898, 0.400999]],
  "forces_ev_per_angstrom": [[-4.2028, -3.8301, 1.1034], [0.8062, -0.1633, 0.2392], [3.7009, 2.4831, -0.8041], [-0.5726, 1.7163, -0.2951], [0.3737, 0.1293, -0.0901], [0.0073, -0.1904, -0.2335], [-0.1127, -0.1450, 0.0802]],
  "orbital_gap_ev": [7.0, 7.0],
  "smiles": "C1=P2=P[PH2]12",
  "molar_mass_g_mol": 107.96,
  "e_above_lowest_kj_mol": 231.95,
  "spin_multiplicity": 1,
  "largest_force_ha_per_bohr": 0.1126
}

---

{
  "formula": "CH3S",
  "method": "wB97M-V/def2-TZVPD",
  "species": ["C", "S", "H", "H", "H"],
  "coordinates": [[0.472571, -0.931592, 0.502958], [-0.297008, 0.570984, -0.325025], [1.245969, -0.622084, 1.201248], [-0.280640, -1.372506, 1.138985], [0.951367, -1.551602, -0.157577]],
  "forces_ev_per_angstrom": [[-1.0878, 2.9005, 1.5638], [0.3874, -0.6088, 0.1937], [0.2704, 0.3185, 0.1750], [-0.2501, -0.7220, -0.1612], [0.6801, -1.8882, -1.7713]],
  "total_charge": -1,
  "orbital_gap_ev": 6.6,
  "smiles": "C[S-]",
  "molar_mass_g_mol": 47.10,
  "e_above_lowest_kj_mol": 16.57,
  "spin_multiplicity": 1,
  "largest_force_ha_per_bohr": 0.0675
}